{"formula": "C5H14N", "method": "ωB97M-V/def2-TZVPD", "total_charge": 1, "multiplicity": 1, "symbols": ["C", "C", "C", "C", "C", "N", "H", "H", "H", "H", "H", "H", "H", "H", "H", "H", "H", "H", "H", "H"], "positions_angstrom": [[2.58645, -0.94536, 0.16154], [-0.22022, 0.79366, -1.39170], [-1.36952, 0.75538, -0.36031], [-1.76144, -0.69645, -0.08212], [-0.86920, 1.27280, 1.01220], [1.20700, -0.99430, 0.78193], [2.77173, -0.07492, -0.43169], [3.36621, -1.06045, 0.90802], [0.19874, 1.74138, -1.71361], [0.57524, 0.17096, -0.96077], [-2.24884, 1.38208, -0.72609], [-2.27423, -1.17051, -0.93985], [-2.37741, -0.69706, 0.83135], [-0.73807, -1.12477, 0.16707], [-0.29683, 2.18150, 1.05910], [-1.63296, 1.46433, 1.74196], [-0.18207, 0.53133, 1.41030], [-0.59866, 0.23748, -2.28382], [1.19911, -1.95376, 1.32693], [2.66498, -1.81329, -0.51046]], "forces_ev_per_a": [[-3.012, -0.093, 0.133], [-1.360, -1.111, -0.733], [0.405, 1.172, 0.551], [-0.592, 1.165, -0.399], [0.319, 0.092, -0.042], [3.593, -1.515, 0.221], [-0.413, 0.736, -0.094], [0.061, -0.554, 0.758], [-0.190, 0.215, 0.265], [0.171, 0.086, -0.064], [0.902, -0.904, 0.233], [0.560, -0.173, 0.575], [0.240, -0.530, -0.360], [-0.393, -0.583, -0.179], [0.281, 0.654, -0.782], [-0.734, -0.349, 0.232], [-0.277, 0.004, 0.303], [0.552, 0.513, 0.361], [-0.216, 1.652, -1.109], [0.102, -0.475, 0.130]]}

---

{"formula": "C5H14N", "method": "ωB97M-V/def2-TZVPD", "total_charge": 1, "multiplicity": 1, "symbols": ["C", "C", "C", "C", "H", "H", "H", "H", "H", "H", "H", "H", "C", "N", "H", "H", "H", "H", "H", "H"], "positions_angstrom": [[0.36686, 0.05265, 1.53679], [-0.95333, 0.07863, 1.17584], [-1.97970, -1.02127, 1.31255], [1.30432, 1.20562, 1.38795], [0.76013, -0.86814, 2.00158], [-1.33294, 1.02853, 0.81930], [-2.72712, -0.76960, 2.06956], [-2.55632, -1.09467, 0.37087], [-1.48499, -1.99610, 1.56745], [0.77981, 2.05829, 0.96119], [2.19810, 0.93969, 0.76120], [1.67682, 1.54568, 2.38949], [0.67267, -0.61046, -2.60931], [0.33415, 0.37787, -1.53415], [-0.11187, -1.45592, -2.59791], [0.71969, -0.11891, -3.56599], [1.62040, -1.14741, -2.36917], [0.32702, -0.07952, -0.52142], [-0.63888, 0.72321, -1.67104], [1.02519, 1.15185, -1.48476]], "forces_ev_per_a": [[-1.592, -0.907, -0.130], [1.375, -0.206, 0.851], [0.645, -0.389, -0.246], [0.711, 0.177, 0.514], [-0.162, 0.424, -0.316], [-0.100, 0.239, -0.168], [0.204, -0.026, 0.091], [0.321, -0.249, 0.354], [-0.641, 0.848, -0.263], [0.066, 0.161, -0.159], [-0.638, 0.280, 0.609], [-0.148, -0.389, -0.877], [-0.465, -2.329, 0.712], [-0.005, -0.674, 1.150], [0.996, 1.620, -0.139], [-0.014, 0.076, -0.232], [-0.554, 0.845, -0.163], [-0.228, 0.808, -1.536], [0.992, 0.081, 0.125], [-0.763, -0.388, -0.180]]}

---

Short version: electronic energy = -6889.21160 -6894.79796 eV, in the order given.